Entry 1:
Density functional theory data (the ωB97M-V functional and the def2-TZVPD basis) for a 4-piece molecular cluster, C5H17NO3 overall at a distorted geometry.

The geometry in XYZ format:
```
26
C5H17NO3 | the OMol25 dataset | the ωB97M-V functional and the def2-TZVPD basis
C 1.2582 -1.7791 0.9473
C -0.2386 -1.8717 1.2852
C -1.1616 -1.3444 0.2216
C -1.6575 -0.0916 0.1978
C -2.7348 0.2910 -0.7936
N -1.2710 0.8964 1.0685
H 1.4675 -2.3569 0.0446
H 1.8595 -2.1897 1.7606
H 1.5667 -0.7528 0.7619
H -0.4754 -2.9247 1.4617
H -0.4286 -1.3756 2.2403
H -1.5517 -2.0626 -0.4896
H -2.9238 1.3648 -0.8066
H -3.6724 -0.1995 -0.5330
H -2.4485 0.0162 -1.8081
H -1.6427 1.8279 0.9555
H -0.3445 0.8578 1.4681
O 1.4370 1.8356 1.4246
H 2.1664 1.7151 2.0398
H 1.8488 1.8702 0.5210
O 2.5189 1.9249 -1.1714
H 2.5179 2.7965 -1.6243
H 1.8845 1.3712 -1.6812
O 0.7744 0.4097 -2.6364
H 0.0567 0.1964 -1.9949
H 1.1947 -0.4250 -2.8597
```

The energy comes out at -13093.612 eV. For the lowest unoccupied orbital energy, the calculation gives 0.621 eV. The SMILES is CC/C=C(/C)N.O.O.O. As for the net charge: 0. The highest occupied orbital energy comes out at -7.57 eV. The energy above the lowest of the compared OMol25 structures with the same formula, charge and spin is 0.00 kJ/mol. As for the multiplicity: 1.

***

Entry 2:
Density functional theory data (the ωB97M-V functional and the def2-TZVPD basis) for one molecule with the formula C5H11NO at a distorted geometry.

The geometry in XYZ format:
```
18
C5H11NO | the OMol25 dataset | the ωB97M-V functional and the def2-TZVPD basis
C -0.6721 -1.2674 -2.8069
C -0.5931 -1.1273 -1.2506
C 0.8254 -0.8573 -0.6361
C 0.8892 0.5238 -0.0320
N -0.3489 0.9715 0.5973
C -0.4098 1.1511 2.0060
O 0.3991 0.7448 2.8153
H -1.6727 -1.1836 -3.3477
H -0.0914 -2.2571 -3.1259
H -0.1851 -0.3342 -3.2444
H -1.1660 -0.1589 -1.0205
H -1.2557 -1.9654 -0.8327
H 1.6357 -0.8436 -1.3551
H 0.9835 -1.6907 0.0619
H 1.3170 1.2338 -0.8307
H 1.6170 0.4210 0.8180
H -0.8233 1.7646 0.2058
H -1.3468 1.7179 2.2849
```

The energy comes out at -8899.993 eV. For the lowest unoccupied orbital energy, the calculation gives 0.833 eV. The SMILES is CCCCNC=O. As for the net charge: 0. The highest occupied orbital energy comes out at -9.96 eV. The energy above the lowest of the compared OMol25 structures with the same formula, charge and spin is 164.41 kJ/mol. As for the multiplicity: 1.

***

Entry 3:
Density functional theory data (the ωB97M-V functional and the def2-TZVPD basis) for C34H53N2O2OsP2 as an isolated structure at a distorted geometry.

The geometry in XYZ format:
```
94
C34H53N2O2OsP2 | the OMol25 dataset | the ωB97M-V functional and the def2-TZVPD basis
C -1.2647 3.1177 -0.4887
C -0.8211 2.0441 -2.6376
C -1.7796 4.2323 -1.1289
C -1.0971 3.3069 -3.2366
C -1.6611 4.3211 -2.5251
H -2.2297 5.0139 -0.5259
H -0.9257 3.3736 -4.3116
H -2.0309 5.2248 -3.0331
N -0.8699 2.0585 -1.2312
P 0.0750 1.7492 1.5654
P -0.4679 -0.6721 -2.2775
C -1.1707 3.0423 1.0492
H -0.9145 4.0333 1.4739
H -2.1555 2.7954 1.4911
C -0.7274 0.8561 -3.4036
H 0.0368 0.8601 -4.2132
C 0.8284 -2.0498 -2.7126
C -2.1505 -1.1011 -3.0670
C 1.6828 2.8034 1.6643
C -0.4316 1.3022 3.3678
C 1.8092 -2.3541 -1.5641
H 1.2670 -2.5683 -0.6311
H 2.3991 -3.2448 -1.8426
H 2.5161 -1.5388 -1.3934
C 0.1498 -3.3903 -3.0340
H -0.4264 -3.7426 -2.1691
H -0.4930 -3.3502 -3.9197
H 0.9314 -4.1419 -3.2338
C 1.6421 -1.5353 -3.9030
H 2.4068 -2.2910 -4.1494
H 1.0371 -1.3906 -4.8046
H 2.1425 -0.5927 -3.6403
C -2.7728 -2.3374 -2.4246
H -2.5633 -2.3872 -1.3469
H -3.8618 -2.2576 -2.5441
H -2.4484 -3.2665 -2.9009
C -3.1064 0.0864 -2.8446
H -3.3037 0.2531 -1.7800
H -2.7343 1.0214 -3.2804
H -4.0439 -0.1212 -3.3743
C -1.8970 -1.2609 -4.5909
H -0.9531 -0.8231 -4.9492
H -1.9232 -2.3106 -4.9074
H -2.6869 -0.7181 -5.1285
C 0.6886 0.4515 3.9871
H 0.3290 0.0331 4.9406
H 0.9520 -0.3926 3.3316
H 1.5929 1.0306 4.2116
C -1.7063 0.4511 3.3260
H -2.5376 0.9727 2.8334
H -1.5271 -0.5083 2.8247
H -2.0166 0.2290 4.3590
C -0.7397 2.5308 4.2454
H -1.2836 2.1796 5.1351
H 0.1572 3.0351 4.6149
H -1.3801 3.2609 3.7347
C 1.8271 3.6633 0.3945
H 2.7724 4.2210 0.4767
H 1.8830 3.0721 -0.5219
H 1.0154 4.3964 0.2903
C 2.8845 1.8574 1.8210
H 2.9896 1.1864 0.9728
H 3.8014 2.4616 1.8634
H 2.8212 1.2310 2.7166
C 1.7325 3.7861 2.8453
H 0.8710 4.4660 2.8792
H 1.8610 3.2902 3.8152
H 2.6289 4.4120 2.7058
Os -0.2665 0.2828 -0.2053
C -1.9426 -0.3380 0.2889
O -2.9889 -0.7925 0.6186
N 1.8203 0.6210 -0.5998
C 2.6238 0.9616 -1.3869
C 3.2620 1.5283 -2.5185
C 4.6423 1.3647 -2.2200
C 2.9032 2.2553 -3.7368
C 5.6200 1.9528 -2.9676
H 4.8406 0.7604 -1.3247
C 3.9482 2.8261 -4.5007
H 1.8626 2.3905 -4.0751
C 5.2876 2.6758 -4.0991
H 6.6550 1.7957 -2.5864
H 3.7486 3.4122 -5.4220
H 6.1023 3.1236 -4.6807
C 0.3625 -3.6181 3.0949
C -0.5630 -3.2432 1.9618
C -2.0135 -3.6110 2.1853
O -0.1851 -2.6540 0.9619
H 0.0164 -4.5303 3.5912
H 0.3732 -2.8082 3.8395
H 1.3770 -3.7569 2.7102
H -2.4913 -2.8380 2.8046
H -2.5298 -3.6507 1.2213
H -2.0997 -4.5722 2.7020
```

The energy comes out at -64208.074 eV. For the lowest unoccupied orbital energy (alpha / beta), the calculation gives -8.798 / -12.359 eV. As for the net charge: +3. The highest occupied orbital energy (alpha / beta) comes out at -17.15 / -17.25 eV. The energy above the lowest of the compared OMol25 structures with the same formula, charge and spin is 294.40 kJ/mol. As for the multiplicity: 5.

***

Entry 4:
Density functional theory data (the ωB97M-V functional and the def2-TZVPD basis) for a 2-piece molecular cluster, C2H5O3 overall at a distorted geometry.

The geometry in XYZ format:
```
10
C2H5O3 | the OMol25 dataset | the ωB97M-V functional and the def2-TZVPD basis
O 0.0017 0.8736 -0.0882
C 0.1257 0.1377 -1.1183
O 0.1909 0.5356 -2.3276
C 0.0533 -1.3943 -0.7583
H 0.1497 -2.0871 -1.5564
H -0.8954 -1.5030 -0.2406
H 0.8242 -1.5465 -0.0597
H 0.1621 1.9488 1.4934
H -0.3824 1.0427 2.2595
O -0.2298 1.9925 2.3961
```

The energy comes out at -8294.972 eV. For the lowest unoccupied orbital energy (alpha / beta), the calculation gives 0.506 / -4.082 eV. As for the net charge: 0. The highest occupied orbital energy (alpha / beta) comes out at -10.68 / -10.68 eV. The energy above the lowest of the compared OMol25 structures with the same formula, charge and spin is 77.28 kJ/mol. As for the multiplicity: 2.

***

Entry 5:
Density functional theory data (the ωB97M-V functional and the def2-TZVPD basis) for a 2-piece molecular cluster, C2H3F2NO overall at a distorted geometry.

The geometry in XYZ format:
```
9
C2H3F2NO | the OMol25 dataset | the ωB97M-V functional and the def2-TZVPD basis
C 0.3054 1.0321 -0.2513
C 1.2124 -0.0065 0.0836
N -1.9039 -0.2520 -0.4631
O 0.0171 2.1488 -0.3677
F -2.2845 -0.3199 0.8615
F -1.4108 -1.5274 -0.6329
H 0.6913 -1.0648 -0.1530
H 1.1899 -0.1291 1.1670
H 2.1830 0.1188 -0.2441
```

The energy comes out at -11088.588 eV. For the lowest unoccupied orbital energy (alpha / beta), the calculation gives -0.133 / 0.254 eV. As for the net charge: 0. The highest occupied orbital energy (alpha / beta) comes out at -7.34 / -9.11 eV. The energy above the lowest of the compared OMol25 structures with the same formula, charge and spin is 678.08 kJ/mol. As for the multiplicity: 1.